# 1
Density functional theory data (wB97M-V/def2-TZVPD) for C11H10BFN2O3S in the gas phase.

* orbital gap: 8.62 eV
* relative energy (zero: lowest compared OMol25 entry of this formula, charge and spin): 0.0 kcal/mol
* total energy: -1283.41977 Eh
* SMILES: O=C(Nc1nc2ccc(B(O)O)cc2s1)[C@@H]1C[C@@H]1F

Structure (XYZ):
```
29
C11H10BFN2O3S wB97M-V/def2-TZVPD
O -0.10854 -0.87793 -3.37229
F -4.27680 -0.79073 -2.87976
N -1.05730 -0.61312 0.60953
O 3.63137 0.38595 5.12153
O 4.73886 0.86334 3.03265
S 1.06290 -0.57926 -0.83937
B 3.62235 0.45031 3.73341
C -1.21732 -0.57323 -3.01815
C -0.69199 -0.59294 -0.65271
C -0.09468 -0.22880 2.85920
C 1.03045 0.07364 3.60847
C 2.38418 -0.01654 1.59747
C -0.01394 -0.41516 1.45283
C 1.25121 -0.31174 0.85807
C 2.27965 0.19821 2.96151
N -1.59714 -0.52469 -1.69406
C -3.16464 0.99878 -4.03007
C -3.70795 -0.38157 -4.02291
C -2.18161 -0.18983 -4.16610
H 4.40726 0.62963 5.59633
H 5.53751 1.08512 3.58328
H -1.04269 -0.21504 3.35556
H 0.93594 0.16157 4.64602
H 3.34858 -0.09150 1.13758
H -2.58042 -0.54777 -1.44715
H -3.20549 1.54818 -3.08976
H -3.31793 1.68688 -4.84676
H -4.19027 -0.84464 -4.93380
H -1.78157 -0.28709 -5.16055
```

Atomic partial charges in e from the Löwdin method, atoms 1 to 6:
1 O 0.041
2 F 0.032
3 N 0.095
4 O 0.161
5 O 0.140
6 S 1.126

# 2
Density functional theory data (wB97M-V/def2-TZVPD) for C3H6N2O3 in the gas phase.

* orbital gap: 8.91 eV
* relative energy (zero: lowest compared OMol25 entry of this formula, charge and spin): 207.4 kcal/mol
* total energy: -452.87046 Eh
* SMILES: COc1c[nH]o[nH]o1

Structure (XYZ):
```
14
C3H6N2O3 wB97M-V/def2-TZVPD
C 0.72397 1.38648 0.03304
C -0.26149 0.46864 -0.01145
C -2.39341 -0.47402 -0.54469
N 2.06736 1.05188 0.10251
N 1.47935 -1.06316 0.84964
O 0.31944 -1.18472 0.05582
O 2.46395 -0.22439 0.08699
O -1.57278 0.56248 0.02450
H 0.60452 2.43467 0.16060
H -2.36194 -0.57397 -1.67861
H -3.41080 -0.21850 -0.21996
H -2.18412 -1.60886 -0.31159
H 2.59117 1.49046 0.82739
H 1.93478 -2.04699 0.62579
```

Atomic partial charges in e from the Löwdin method, atoms 1 to 6:
1 C -0.054
2 C -0.151
3 C -0.071
4 N -0.077
5 N -0.035
6 O -0.137

# 3
Density functional theory data (wB97M-V/def2-TZVPD) for C2H7N3 in the gas phase.

* orbital gap: 9.40 eV
* relative energy (zero: lowest compared OMol25 entry of this formula, charge and spin): 21.3 kcal/mol
* total energy: -244.64149 Eh
* SMILES: [H]/N=C(\N)NC

Structure (XYZ):
```
12
C2H7N3 wB97M-V/def2-TZVPD
C 1.48851 -0.89939 0.52014
N 0.31017 -0.55344 -0.26981
C -0.64611 0.44533 0.09498
N -1.75101 0.26940 -0.70882
N -0.30385 1.45298 0.80150
H 1.86337 -1.87697 0.21580
H 1.26930 -0.95269 1.58867
H 2.24642 -0.12032 0.25778
H 0.46887 -0.45883 -1.25218
H -1.82543 -0.71147 -0.93431
H -2.32777 1.09178 -0.93640
H -0.79247 2.31361 0.62265
```

Atomic partial charges in e from the Löwdin method, atoms 1 to 6:
1 C -0.114
2 N -0.082
3 C -0.569
4 N 0.101
5 N 0.103
6 H 0.065

# 4
Density functional theory data (wB97M-V/def2-TZVPD) for 2 unconnected molecules or ions with the total composition C3H11N2S.

* orbital gap: 8.22 eV
* relative energy (zero: lowest compared OMol25 entry of this formula, charge and spin): 32.7 kcal/mol
* total energy: -628.32497 Eh
* charge: +1

Structure (XYZ):
```
17
C3H11N2S wB97M-V/def2-TZVPD
C 1.63568 1.14193 2.82353
C 0.46632 1.21750 1.80501
S 1.07721 0.96246 0.11698
H 2.35344 1.86339 2.60598
H 2.01628 0.12004 2.79302
H 1.28352 1.26616 3.97923
H -0.18992 0.37180 2.05848
H -0.02428 2.20174 1.90455
H 1.26040 2.27357 -0.28261
N -0.55355 -0.39711 -2.16398
C -0.95275 -1.69653 -2.04683
N -2.15315 -2.08210 -2.35052
H -1.34546 0.20167 -2.24924
H 0.41710 -0.27243 -2.25939
H -0.12164 -2.46105 -1.71663
H -2.24245 -3.09513 -2.20956
H -2.92676 -1.61592 -2.80804
```

Atomic partial charges in e from the Löwdin method, atoms 1 to 6:
1 C -0.187
2 C -0.618
3 S 0.678
4 H 0.030
5 H 0.057
6 H 0.132

# 5
Density functional theory data (wB97M-V/def2-TZVPD) for 2 unconnected molecules or ions with the total composition C4H8O2.

* orbital gap: 10.23 eV
* relative energy (zero: lowest compared OMol25 entry of this formula, charge and spin): 63.2 kcal/mol
* total energy: -307.61166 Eh
* SMILES: C=CC=O.CO

Structure (XYZ):
```
14
C4H8O2 wB97M-V/def2-TZVPD
C 0.29604 -0.05047 1.51805
C 0.20457 0.09776 -1.30170
C -0.93157 -0.58630 -1.12796
O -0.67748 -1.01946 1.09238
C 0.20092 1.54962 -1.12389
O 1.18037 2.26491 -1.14848
H 1.18968 0.11996 0.88691
H 0.62696 -0.35971 2.50369
H -0.22413 0.91203 1.57043
H 1.16157 -0.38874 -1.47603
H -1.86034 -0.08851 -0.85955
H -1.01057 -1.65693 -1.28766
H -0.24525 -1.85797 0.88029
H -0.81637 1.97418 -0.95426
```

Atomic partial charges in e from the Löwdin method, atoms 1 to 6:
1 C -0.124
2 C -0.181
3 C 0.010
4 O -0.159
5 C -0.331
6 O 0.026

# 6
Density functional theory data (wB97M-V/def2-TZVPD) for C6H10 in the gas phase.

* orbital gap: 10.10 eV
* relative energy (zero: lowest compared OMol25 entry of this formula, charge and spin): 22.6 kcal/mol
* total energy: -234.56654 Eh
* SMILES: C=C(C)/C=C/C

Structure (XYZ):
```
16
C6H10 wB97M-V/def2-TZVPD
C 0.95958 1.72468 -1.08619
C 0.87156 0.71712 0.05468
C 1.97378 0.41162 0.72905
C -2.03588 -1.76701 0.38383
C -0.74886 -1.09015 0.06074
C -0.48534 0.18960 0.28367
H 1.99411 1.91126 -1.37066
H 0.45200 1.32098 -1.95540
H 0.49415 2.67278 -0.80920
H 2.91621 0.90349 0.52563
H 1.98452 -0.28513 1.56022
H -1.95481 -2.23341 1.37389
H -2.29458 -2.61426 -0.25239
H -2.89897 -1.10185 0.43231
H 0.02731 -1.70623 -0.33242
H -1.25479 0.94651 0.40225
```

Atomic partial charges in e from the Löwdin method, atoms 1 to 6:
1 C -0.067
2 C -0.384
3 C 0.041
4 C -0.109
5 C -0.155
6 C -0.103

# 7
Density functional theory data (wB97M-V/def2-TZVPD) for a molecular structure, C27H28N5O4PtS.

* orbital gap: 3.60 eV
* total energy: -2137.67839 Eh
* charge: +1

Structure (XYZ):
```
66
C27H28N5O4PtS wB97M-V/def2-TZVPD
Pt 0.15478 0.92343 -0.50230
C -4.11002 0.78713 0.01110
C -4.45182 2.11833 -0.27140
C -3.44292 3.03533 -0.44860
C -2.10512 2.62653 -0.40460
N -1.79802 1.29083 -0.25520
C -2.78182 0.42853 0.00420
C -0.96212 3.50193 -0.47430
C -0.92732 4.88933 -0.50660
C 0.30358 5.54093 -0.50320
C 1.49108 4.81473 -0.49460
C 1.43798 3.42803 -0.49400
N 0.22028 2.81933 -0.45450
C 2.52948 2.48803 -0.56380
C 3.87788 2.84923 -0.49390
C 4.85448 1.89063 -0.60990
C 4.46838 0.55853 -0.80990
C 3.12848 0.24753 -0.84080
N 2.16258 1.16323 -0.70350
H -4.86942 0.05603 0.22630
H -5.48732 2.41663 -0.32970
H -3.66322 4.07313 -0.63170
H -2.45552 -0.58117 0.21920
H -1.84152 5.46013 -0.51980
H 0.33778 6.61843 -0.51000
H 2.43768 5.32933 -0.50140
H 4.13598 3.88173 -0.32610
H 5.89608 2.16023 -0.55010
H 5.21068 -0.21187 -0.92290
H 2.80168 -0.77727 -0.97820
O -0.00082 -1.19837 -0.71240
C -0.11452 -1.80517 -1.78360
C -0.27712 -1.12997 -3.11120
C -1.81872 -1.10327 -3.28180
C -2.53472 -2.45997 -3.14900
C -2.71952 -2.99087 -1.71230
C -1.46212 -3.66097 -1.10800
N -0.29182 -3.14887 -1.80880
H 0.18228 -1.68637 -3.92750
H 0.11348 -0.10727 -3.10120
H -2.04022 -0.70617 -4.27360
H -2.24012 -0.40747 -2.55050
H -2.03742 -3.20597 -3.77410
H -3.53502 -2.32547 -3.56490
H -3.53662 -3.71167 -1.71410
H -3.02862 -2.15717 -1.08100
H -1.48142 -4.74217 -1.23850
H -1.37222 -3.44047 -0.04320
H -0.22052 -3.54647 -2.73690
N 0.17948 0.83583 2.31570
C 0.66538 -0.37217 2.83780
C 1.58658 -1.09897 2.08370
C 2.09618 -2.29797 2.54950
C 1.66118 -2.72887 3.77490
C 0.74328 -2.07297 4.54720
C 0.23428 -0.87257 4.06720
S 2.34468 -4.35457 4.40500
O 3.41898 -4.60807 3.48540
O 2.69458 -3.95507 5.74220
O 1.13628 -5.12457 4.23030
H -0.47582 1.29133 2.93550
H 0.92818 1.47053 2.06400
H 1.88108 -0.71697 1.11820
H 2.81198 -2.87877 1.99350
H 0.44478 -2.47697 5.50040
H -0.48782 -0.33197 4.66260
```

Atomic partial charges in e from the Löwdin method, atoms 1 to 6:
1 Pt 1.269
2 C 0.005
3 C -0.001
4 C 0.028
5 C -0.168
6 N -0.064

# 8
Density functional theory data (wB97M-V/def2-TZVPD) for 2 unconnected molecules or ions with the total composition C10H22.

* orbital gap: 10.66 eV
* relative energy (zero: lowest compared OMol25 entry of this formula, charge and spin): 88.7 kcal/mol
* total energy: -394.08417 Eh
* SMILES: CC(C)(C)C.C1CCCC1

Structure (XYZ):
```
32
C10H22 wB97M-V/def2-TZVPD
C -0.81073 1.35884 -1.41379
C -0.38980 1.48620 -2.94021
C 0.02556 0.02583 -3.35436
C -0.19041 -0.83650 -2.06260
C -1.28699 -0.08384 -1.27039
C 0.24020 -0.44112 1.85950
C 0.27526 -1.93233 1.55736
C 1.18904 -0.20803 3.17359
C -1.00639 0.36722 2.01213
C 1.29911 0.33997 0.89886
H 0.28112 1.41094 -0.87344
H -1.51093 2.10303 -0.91606
H 0.52854 2.18004 -2.94518
H -1.18036 1.95844 -3.49006
H 1.03589 0.08386 -3.66672
H -0.58399 -0.37192 -4.10383
H 0.66545 -0.94709 -1.41098
H -0.50150 -1.87414 -2.24395
H -1.16711 -0.55479 -0.28977
H -2.39311 -0.10075 -1.62072
H 1.23269 -2.23151 1.45347
H -0.34269 -2.55243 2.28350
H -0.16913 -2.07957 0.58999
H 1.35364 0.90021 3.31331
H 0.65573 -0.50003 4.12930
H 2.10645 -0.77002 3.01809
H -0.88091 1.26547 2.86547
H -1.72985 -0.54670 2.42990
H -1.45821 0.97668 1.02181
H 1.07435 0.27471 -0.26374
H 1.30509 1.40460 1.22289
H 2.33398 -0.10527 1.03665
```

Atomic partial charges in e from the Löwdin method, atoms 1 to 6:
1 C -0.231
2 C -0.171
3 C -0.155
4 C -0.200
5 C -0.236
6 C -0.626